13
Properties=species:S:1:pos:R:3:forces:R:3 method="wB97M-V/def2-TZVPD" gap_ev="7.67 / 7.55" de_lowest_kj_mol=730.0 e_tot_ha=-344.32386
C 0.753 0.915 1.213 1.1597 0.7463 0.4359
C 1.258 -0.212 0.422 -1.2386 0.4208 0.1266
C 0.520 1.258 -0.197 -2.8849 -1.3560 -1.0798
C 0.707 -1.634 0.381 -1.4967 0.9519 0.2995
C -1.686 0.865 -1.034 4.0487 1.8714 -0.8520
O 0.491 1.323 2.318 -0.1440 -0.8041 -0.7241
O 1.491 0.504 -0.826 0.1095 -0.2119 0.6196
H -0.144 -1.573 -0.420 1.6740 -0.7352 1.2220
H 0.177 -1.855 1.435 1.5683 0.1973 -2.4347
H 1.567 -2.304 0.073 -1.4055 0.4089 0.5337
H -1.512 -0.197 -0.701 -1.0338 1.4936 -0.5303
H -1.355 1.214 -2.127 -0.9013 -1.3655 2.5172
H -2.268 1.694 -0.539 0.5445 -1.6176 -0.1335